# 1
147
Properties=species:S:1:pos:R:3:forces:R:3 method="wB97M-V/def2-TZVPD" e_tot_ha=-2901.73868 e_above_lowest_kcal_mol=86.1 lumo_ev=0.1 gap_ha=0.3287 charge=0
C -5.81712 3.54092 2.94144 0.150 -1.319 -0.082
O -6.34107 2.55456 2.06285 -0.132 -0.224 -0.948
C -6.97229 3.10370 0.90592 -1.582 1.546 1.682
C -7.46131 2.07733 -0.02200 1.607 -2.347 -0.736
N -8.08247 0.90875 0.66949 -2.142 1.272 -0.376
C -9.49154 1.19277 1.12304 0.243 1.289 0.992
C -10.49600 1.70336 0.09785 -0.061 -0.476 0.890
O -11.64581 2.27436 0.83751 4.484 -0.293 0.060
C -12.76513 2.25068 0.10614 -2.919 -0.968 -0.065
H -4.89118 3.82562 2.44175 0.021 1.054 0.595
H -5.60002 3.01910 3.87346 0.320 -0.060 -0.104
H -6.55346 4.29169 3.22825 0.134 0.477 -0.578
H -6.48650 3.93114 0.38878 0.922 -0.170 0.050
H -7.86869 3.57969 1.30343 -0.393 0.482 0.133
H -6.59142 1.56120 -0.42823 0.435 0.247 -0.422
H -7.91982 2.52630 -0.90307 -0.646 -0.192 0.335
H -7.54436 0.97167 1.52189 0.074 -0.832 0.416
H -9.52020 1.93714 1.91877 0.346 0.344 0.262
H -9.99029 0.34830 1.59866 0.547 -0.484 -0.186
H -10.69622 0.74521 -0.38169 -1.133 0.367 -0.816
H -10.09810 2.42083 -0.61978 -0.121 0.097 0.066
H -12.85920 2.89128 -0.77072 0.509 0.022 -0.291
H -13.57653 2.52556 0.78008 -0.165 0.299 0.001
H -12.96188 1.19841 -0.09907 -0.441 -0.124 -0.915
C 0.02983 -1.93416 1.28571 0.379 0.839 -1.237
O 0.16895 -0.75409 0.43404 -0.786 -0.726 0.217
C 1.43473 -0.19578 0.48111 1.137 1.358 0.804
C 1.45221 1.13084 -0.28461 -1.319 -0.295 -0.254
N 0.34258 2.02387 0.11825 0.009 -1.398 -0.398
C 0.09412 3.17362 -0.70829 0.322 2.496 0.759
C -1.25301 3.15255 -1.39974 0.045 -1.114 1.383
O -2.17987 2.76495 -0.32424 1.305 0.924 -0.289
C -3.52277 3.04441 -0.57074 -0.400 -0.487 -1.037
H -0.98158 -2.32420 1.17166 0.090 0.197 -0.043
H 0.20954 -1.69219 2.33321 0.166 -0.133 -0.062
H 0.74955 -2.63346 0.86015 0.008 -0.430 0.598
H 2.27538 -0.77600 0.10064 -0.230 -0.798 -0.652
H 1.77940 -0.05284 1.50526 -0.349 0.300 0.531
H 1.31920 0.82787 -1.32317 0.170 0.200 -0.534
H 2.39309 1.67232 -0.18649 -0.047 -0.251 0.076
H -0.55105 1.58105 -0.04118 0.154 -1.384 0.837
H 0.88102 3.45392 -1.40852 0.177 -0.263 -0.099
H 0.02380 3.96959 0.03304 0.131 0.750 -0.331
H -1.16203 2.34764 -2.12908 -0.773 -0.057 -0.465
H -1.50744 4.11683 -1.83965 -0.102 -0.097 0.052
H -3.73648 4.06921 -0.87441 0.295 0.320 0.108
H -4.14225 2.80930 0.29474 0.251 -0.205 0.058
H -3.77136 2.40564 -1.41824 -0.866 -0.048 -0.114
C 5.28797 0.29699 0.95607 -0.048 1.766 -0.415
O 5.45145 1.53852 1.68797 -0.704 -0.210 0.357
C 4.25967 2.35208 1.58606 0.135 -1.096 -0.427
C 4.42837 3.71547 2.23988 -0.273 -1.396 -1.633
N 3.23589 4.58391 1.99296 1.052 -0.151 1.136
C 3.62536 5.87553 2.54448 -0.580 1.299 1.356
C 2.70067 7.09665 2.46869 0.339 -1.226 0.242
O 2.43194 7.30960 1.12755 -0.669 0.807 -0.925
C 1.19265 7.91249 0.84471 -0.436 0.248 -1.271
H 5.42663 0.46994 -0.11116 0.365 0.336 -0.372
H 4.23241 0.02567 0.97256 0.185 -0.932 0.785
H 6.08006 -0.39584 1.24011 -0.653 -0.160 0.452
H 3.36263 1.83829 1.93164 0.018 -0.368 0.390
H 4.14056 2.45418 0.50741 -0.355 0.606 -0.319
H 5.31520 3.97592 1.66212 0.388 1.294 0.572
H 4.65076 3.59048 3.29961 -0.160 0.311 -0.068
H 3.01847 4.65301 1.00906 0.281 0.136 -0.240
H 4.62301 6.19360 2.24180 0.130 -0.005 -0.494
H 3.69502 5.83553 3.63152 0.308 -0.869 0.272
H 3.24373 7.88770 2.98581 0.373 0.573 -0.441
H 1.80479 7.03419 3.08644 -0.435 -0.665 -0.239
H 1.16164 8.20189 -0.20571 0.778 0.224 -0.203
H 0.97827 8.84479 1.36715 0.103 -0.183 0.554
H 0.34391 7.22894 0.82209 -0.030 -0.328 1.020
C -2.17678 -6.57452 -6.19276 -0.589 2.934 0.844
O -1.84784 -5.37179 -5.32822 1.404 -1.639 -0.596
C -0.39803 -5.17764 -4.94142 -2.940 -1.224 -0.563
C -0.35914 -3.87473 -4.24965 -1.023 2.603 -0.513
N -0.68472 -2.70521 -5.18108 -0.214 -1.232 0.042
C -0.42118 -1.34734 -4.79859 0.636 0.027 0.521
C -1.01129 -0.79562 -3.47208 0.141 1.200 0.464
O -2.38350 -1.06700 -3.19288 0.453 -0.319 -0.362
C -2.77981 -0.78069 -1.84819 -0.434 -0.788 -0.962
H -1.93781 -7.57718 -5.83827 0.672 0.306 0.165
H -1.87044 -6.29567 -7.20097 0.463 -0.643 -0.014
H -3.26363 -6.49238 -6.20351 -0.044 -0.225 0.000
H 0.24237 -5.27538 -5.81803 0.071 0.045 0.085
H -0.25317 -5.94421 -4.18018 0.670 -0.262 -0.187
H 0.60177 -3.77042 -3.74580 0.127 0.419 -0.160
H -1.15176 -3.85098 -3.50180 0.140 -0.402 0.451
H -1.67545 -2.67580 -5.37518 -0.197 -1.049 -0.056
H -0.68551 -0.71232 -5.64415 -0.447 -0.007 0.035
H 0.66756 -1.29580 -4.80832 0.238 0.603 0.733
H -0.94942 0.29228 -3.44506 0.300 0.535 -0.700
H -0.36069 -0.99425 -2.62039 -0.059 -1.024 0.326
H -3.76024 -1.25308 -1.78737 0.187 -0.460 0.442
H -3.03144 0.25347 -1.61301 0.751 0.514 -0.287
H -2.02617 -1.19995 -1.18160 -0.227 0.109 0.405
C 4.28156 -1.78027 -2.02906 1.922 0.431 -0.662
O 5.37238 -2.17421 -1.18184 -1.726 -0.334 1.448
C 6.69244 -2.18093 -1.64568 0.039 1.176 0.060
C 7.65132 -2.70189 -0.58905 1.054 -2.167 -1.240
N 7.83138 -4.20537 -0.52696 -0.915 1.006 -0.268
C 6.57171 -4.88561 -0.27556 -0.336 -1.441 0.290
C 6.88434 -6.38320 0.01621 -1.423 -0.065 0.491
O 5.80309 -7.19051 0.52381 -0.312 0.882 1.315
C 5.33798 -6.72467 1.79969 -1.730 0.045 -0.033
H 4.51592 -2.27632 -2.97092 -0.850 -0.007 -0.374
H 4.30821 -0.70225 -2.18802 0.177 0.263 -0.154
H 3.28303 -1.96270 -1.63186 0.402 -0.737 0.308
H 7.05693 -1.16872 -1.82086 -0.289 0.720 0.231
H 6.77882 -2.55646 -2.66529 0.059 -1.113 0.102
H 7.51571 -2.32077 0.42310 -0.409 0.510 -0.212
H 8.61641 -2.41009 -1.00324 0.195 0.510 0.477
H 8.34782 -4.36134 0.32689 0.543 -0.044 0.002
H 5.87755 -4.86304 -1.11565 0.146 0.337 -0.151
H 6.06890 -4.46362 0.59462 -0.213 0.031 0.064
H 7.60824 -6.38873 0.83110 0.901 -0.243 -0.476
H 7.07308 -6.94796 -0.89676 1.045 0.422 0.098
H 5.94668 -6.79930 2.70081 1.210 0.157 -0.514
H 4.46566 -7.27030 2.15946 -0.097 -0.792 -0.766
H 4.86365 -5.74633 1.72247 0.592 0.374 -0.058
O 3.65522 -3.78363 0.62941 0.155 0.426 0.063
H 2.97014 -4.06676 0.02382 -0.348 -0.345 -0.611
H 4.28414 -3.31692 0.07906 0.580 0.370 -0.135
O 2.20094 -5.11417 2.36473 -0.738 -0.563 0.208
H 2.65587 -4.91205 3.18231 -0.067 0.131 0.249
H 2.60180 -4.53418 1.71732 0.604 0.247 0.239
O 0.85227 2.88520 2.83241 -0.177 0.068 0.959
H 1.49655 3.49982 2.48116 0.618 0.562 -0.074
H 0.49121 2.44891 2.06070 -0.214 -0.270 -0.900
O -0.59697 6.60447 -1.55754 -0.122 -0.219 0.151
H -0.13425 7.44116 -1.60315 0.116 0.213 -0.004
H -0.71490 6.34532 -2.47141 -0.050 -0.041 -0.273
O -2.24083 0.93732 2.24467 -0.028 -0.202 0.437
H -1.86690 1.73227 1.86459 0.124 0.331 -0.203
H -2.61948 0.47034 1.49984 -0.050 -0.106 -0.233
O -1.46109 -3.83660 3.60956 0.228 0.054 -0.060
H -1.89837 -4.45261 3.02172 -0.075 -0.225 -0.117
H -2.17134 -3.31153 3.97845 -0.166 0.191 0.167
O 2.13404 -1.93267 5.58480 0.160 -0.576 0.171
H 2.52166 -1.27966 6.16752 0.032 0.184 0.049
H 1.60973 -1.42243 4.96757 -0.124 0.462 -0.222
O 1.09169 0.45091 4.00513 0.221 -1.090 0.446
H 0.46662 0.21300 3.32036 -0.354 0.123 -0.110
H 1.29965 1.36903 3.83179 -0.087 0.736 -0.224
O 1.45245 -5.02950 -0.36586 -0.131 0.141 -0.395
H 0.81633 -5.45940 -0.93750 -0.034 -0.072 -0.262
H 1.06060 -5.07501 0.50627 -0.074 -0.182 0.634

# 2
161
Properties=species:S:1:pos:R:3:forces:R:3 method="wB97M-V/def2-TZVPD" e_tot_ha=-3157.15588 multiplicity=2 lumo_ev="2.1 / 2.1" gap_ha="0.0670 / 0.3314" charge=-1
C 0.18359 -3.36641 3.20888 0.446 0.364 -0.912
O -0.60652 -3.83806 2.46542 -3.491 -1.956 -2.809
N -0.11735 -2.71387 4.24916 -1.352 2.833 5.534
N 1.43298 -3.33953 2.90722 4.284 -0.959 -1.569
H 0.66009 -2.22357 4.66785 -0.545 0.361 0.395
H -1.07108 -2.45911 4.46270 0.351 -0.158 -0.066
H 1.57264 -3.76546 2.00214 0.855 0.037 0.235
H 2.16509 -3.08009 3.55284 0.009 0.145 -0.529
C -5.24201 -2.87192 -2.45140 -0.696 -2.921 0.153
O -6.39611 -2.99682 -2.64742 -5.541 -0.632 -1.698
N -4.77552 -1.79923 -1.98419 2.916 5.397 1.835
N -4.42281 -3.89670 -2.47737 2.253 -2.212 -0.628
H -5.45654 -1.07520 -1.80504 0.657 0.113 -0.010
H -3.77779 -1.75265 -1.83434 -0.121 0.825 0.391
H -3.45064 -3.68519 -2.30344 0.295 -0.757 -0.104
H -4.75609 -4.71838 -2.96096 0.408 0.173 0.196
C -5.19033 0.36620 2.89382 -2.282 0.292 -3.767
O -5.04192 1.53527 2.62561 0.523 0.938 -0.431
N -5.86166 -0.52984 2.08132 -0.583 0.039 -0.655
N -4.74131 -0.22790 3.94063 1.927 -1.427 4.165
H -6.22933 -0.25408 1.18195 0.026 0.217 0.486
H -6.09713 -1.45496 2.41120 0.278 0.005 -0.275
H -4.13008 0.33653 4.51326 -0.357 -0.333 0.336
H -5.21854 -1.04135 4.30208 0.544 0.136 0.093
C 1.09256 0.97690 7.13435 -0.884 0.097 -0.067
C -0.47296 1.27604 7.01171 2.267 -0.167 0.758
C -1.10259 0.55225 5.79247 0.932 -0.893 0.632
O -0.35396 0.50105 4.59025 0.113 -0.288 0.921
C -0.34776 1.70193 3.87266 -0.251 0.447 0.085
N -1.15050 0.80428 8.22254 -1.228 -0.563 -0.077
H 1.36147 -0.06198 7.32542 -0.684 -0.465 -0.678
H 1.60958 1.38148 8.00447 -0.523 0.985 0.079
H 1.61421 1.31187 6.23781 0.032 -0.028 0.074
H -0.64651 2.34907 6.93055 0.389 0.238 -0.356
H -2.10027 0.96712 5.64885 -0.269 -0.090 -0.312
H -1.12118 -0.50808 6.04441 -0.596 0.020 0.435
H -0.33597 2.53380 4.57690 -0.260 0.252 -0.309
H -1.25425 1.63786 3.27077 -0.025 0.876 -0.392
H 0.56067 1.79689 3.27781 -0.050 -0.199 -0.176
H -0.92067 1.20186 9.12210 1.217 0.263 -0.228
H -2.10998 1.11692 8.18058 -0.586 -0.271 -0.376
C -2.36512 -0.90112 1.23877 0.069 0.214 1.343
C -1.40331 -0.12600 0.37995 0.193 -0.824 0.792
C 0.05424 -0.46156 0.70815 -2.350 -1.665 -1.155
O 0.80182 0.29437 -0.18092 -0.758 0.866 -0.283
C 2.14578 0.11799 -0.03518 2.797 0.605 0.100
N -1.72142 -0.44112 -1.03142 0.794 1.738 0.811
H -3.38697 -0.94901 0.86244 0.136 0.060 -0.234
H -2.42490 -0.38555 2.19727 -0.167 -0.002 0.271
H -2.00970 -1.89983 1.49247 0.031 -0.227 -0.367
H -1.43783 0.92113 0.68066 -0.596 0.352 -0.704
H 0.19775 -1.48992 0.37653 0.173 -0.621 0.643
H 0.17301 -0.37887 1.78850 0.800 0.435 -0.004
H 2.75401 0.28573 -0.92401 -0.665 0.064 -1.002
H 2.41621 -0.90643 0.22079 -0.047 0.085 0.772
H 2.53039 0.94552 0.56094 0.305 -0.693 1.012
H -0.92489 -0.06179 -1.52309 0.147 -0.062 -0.673
H -2.40432 0.26483 -1.26676 -0.703 -0.123 -0.410
C 7.58148 1.76020 -2.75694 -0.174 -0.882 -3.264
C 6.52665 1.33449 -1.82269 0.122 -0.244 0.230
C 6.43898 -0.13200 -1.44148 -0.528 0.032 -1.934
O 5.88161 -0.72183 -2.56824 -1.537 -1.613 -1.019
C 5.29687 -1.96607 -2.26726 0.189 -1.064 0.656
N 6.84479 2.00369 -0.65598 0.968 1.112 4.248
H 7.38106 1.26351 -3.70627 -0.165 0.235 -0.503
H 8.60275 1.41387 -2.59827 0.021 0.237 0.976
H 7.50565 2.83245 -2.93758 0.290 -0.013 0.168
H 5.55836 1.78123 -2.04835 -0.278 -0.871 -1.113
H 5.76837 -0.29764 -0.59830 -0.017 0.274 0.398
H 7.39191 -0.63071 -1.26449 0.464 0.340 0.469
H 4.86037 -2.49912 -3.11191 0.462 0.420 -0.374
H 4.52198 -2.02145 -1.50269 -0.631 1.205 0.110
H 6.00401 -2.60788 -1.74177 0.734 -0.388 -0.490
H 7.84278 1.94931 -0.51050 0.444 0.399 0.046
H 6.54296 1.32182 0.02522 -0.376 0.764 1.399
C 2.56056 3.27680 -3.17841 -0.754 0.085 -1.070
C 3.72408 4.17312 -2.93185 0.495 -0.430 -0.316
C 4.79379 4.09922 -4.06174 0.718 -0.617 -0.225
O 5.05821 2.76295 -4.57120 0.661 0.466 -1.065
C 5.92637 2.80481 -5.77108 -0.577 -0.177 1.398
N 3.28395 5.53061 -2.68119 0.432 -0.106 0.288
H 2.74662 2.26716 -2.81220 -0.272 0.058 -0.037
H 2.37865 3.25274 -4.25285 -0.004 -0.443 -0.271
H 1.65521 3.75498 -2.80453 0.102 -0.498 0.589
H 4.14303 3.86713 -1.97324 0.523 -0.106 -0.075
H 5.72088 4.55211 -3.71033 0.403 -0.119 0.404
H 4.58142 4.71676 -4.93447 -0.907 0.255 -0.056
H 5.97531 1.85370 -6.30126 -0.787 -0.254 0.356
H 6.97093 2.94127 -5.49110 0.037 0.642 0.219
H 5.57843 3.56252 -6.47316 0.052 0.179 0.078
H 4.01970 5.92534 -2.11290 -0.172 0.890 -0.251
H 3.10587 6.04201 -3.53375 0.183 0.251 0.026
C -3.05642 -0.19325 -5.52206 -0.102 -0.198 0.401
C -1.70944 -0.77316 -5.25171 0.382 -0.298 -0.987
C -1.62206 -2.28099 -5.28864 -1.447 -0.887 0.038
O -0.49551 -2.76229 -4.60263 0.560 -1.083 0.014
C -0.48181 -4.21726 -4.55434 0.724 0.639 -0.383
N -0.77184 -0.11193 -6.23067 0.851 -1.124 1.995
H -3.68394 -0.42063 -4.66031 -0.633 -0.014 -0.419
H -3.38689 -0.59947 -6.47803 -0.590 0.000 0.121
H -2.94149 0.88485 -5.63429 -0.112 -0.071 0.112
H -1.42530 -0.66463 -4.20501 0.441 1.298 0.009
H -1.70982 -2.71949 -6.28268 0.288 0.096 -0.469
H -2.45118 -2.72122 -4.73468 -0.846 0.230 -0.021
H -0.56309 -4.65822 -5.54784 0.245 0.259 -0.333
H -1.29381 -4.69286 -4.00431 -0.188 0.522 0.507
H 0.48429 -4.46723 -4.11587 -0.236 -0.149 0.055
H -0.66464 -0.69531 -7.04816 -0.920 -0.176 -0.734
H 0.04633 -0.49263 -5.77705 1.467 0.872 0.066
C -2.05445 3.56891 0.40633 0.617 0.991 1.534
C -0.72530 4.37712 0.66543 -1.429 0.281 -2.524
C -0.54247 5.24530 1.88094 0.570 0.157 1.403
O 0.08292 4.54655 2.99056 -0.672 -0.239 0.111
C 0.26348 5.34635 4.16809 -0.091 0.472 -1.123
N 0.35445 3.49559 0.35664 0.428 -0.615 0.738
H -2.85560 4.26577 0.16011 -0.158 -0.284 0.073
H -2.25571 3.04798 1.34241 -0.508 0.030 0.197
H -1.97936 2.78444 -0.34671 0.317 0.527 -0.259
H -0.60765 5.08948 -0.15114 -0.870 0.745 -0.055
H -1.46500 5.76345 2.14275 -0.419 -0.327 0.401
H 0.11703 6.07023 1.61143 0.420 0.064 -0.128
H -0.70426 5.66570 4.55484 -0.109 0.221 0.023
H 0.87696 6.19703 3.87128 -0.129 0.478 0.151
H 0.81402 4.89015 4.99082 -0.057 -0.826 -0.473
H -0.01428 2.60662 0.66303 1.069 -0.621 0.243
H 1.08817 3.81704 0.97179 0.859 -0.846 -0.029
C -3.89878 -6.30952 2.31671 0.863 -0.494 -0.522
C -3.56704 -5.29749 1.18954 -1.722 1.001 0.619
C -4.22089 -3.83249 1.45039 0.864 -0.567 1.038
O -5.62928 -3.79149 1.81024 0.678 -0.411 -1.385
C -6.44542 -3.59770 0.63326 -0.805 -0.409 1.359
N -2.08681 -5.36493 0.99946 -2.121 0.217 -0.172
H -3.52074 -6.10261 3.31789 -0.157 0.734 0.045
H -3.25485 -7.13922 2.02507 -0.202 -0.441 -0.022
H -4.91489 -6.69798 2.38541 -0.089 0.465 -0.149
H -4.18399 -5.59959 0.34324 0.679 -0.566 -0.555
H -4.06138 -3.11648 0.64416 0.108 -0.347 -0.453
H -3.68313 -3.40284 2.29556 -0.022 0.020 0.287
H -7.47030 -3.72690 0.98115 -0.147 0.189 0.170
H -6.37023 -4.37134 -0.13090 0.746 0.234 -0.181
H -6.36717 -2.57381 0.26772 0.346 -0.159 -0.396
H -1.78781 -4.68621 0.31387 -0.301 0.261 -0.365
H -1.73337 -4.95417 1.85178 0.411 -0.231 0.161
O 2.09116 -0.58676 4.27567 0.398 -0.959 0.006
H 1.21044 -0.22736 4.38247 -0.627 0.345 0.161
H 2.63186 0.16814 4.04328 0.596 0.386 -0.173
O 4.13330 2.61690 0.85934 -0.624 -0.072 0.172
H 4.31769 2.67873 -0.07790 0.199 0.125 -0.340
H 4.99380 2.65881 1.27649 0.368 0.054 0.215
O 0.19942 1.27451 -2.49805 -0.057 -0.702 -1.181
H 0.68820 0.90364 -3.23274 0.120 0.080 -0.423
H 0.57672 0.85711 -1.72367 0.303 0.037 0.975
O 0.51295 -4.38124 -0.79547 0.837 -0.259 0.083
H -0.13034 -3.78437 -1.17777 -0.519 0.326 -0.282
H 0.01026 -4.91226 -0.17777 -0.045 -0.256 0.271
O -1.57790 -2.87927 -1.90477 -0.385 -1.886 -0.389
H -1.36940 -2.77048 -2.83263 0.479 0.038 -0.525
H -1.47639 -2.00362 -1.53171 -0.388 1.335 0.682
O -0.79506 3.61264 -2.42782 -0.941 1.216 -0.567
H -0.42658 3.76570 -1.55775 0.478 -0.181 0.213
H -0.58245 2.69961 -2.62126 0.275 -0.200 0.078